The following is a quantum chemistry calculation of a molecular structure, C37H32O2PRhSi at a distorted geometry, from OMol25.

Calculated values
LUMO level: -0.8 eV
E: -63158.0492 eV
E_HOMO: -8.1 eV
Energy above the lowest of the compared OMol25 structures with the same formula, charge and spin: 9.69 kJ/mol

Last column: Mulliken charge in e.
Positions of all 74 atoms, in Å:
C1 -4.616 1.724 1.290  -0.668
C2 0.641 0.409 3.639  -0.479
C3 -2.737 -0.726 -2.279  -0.714
H1 2.739 -2.567 3.305  0.426
H2 -0.398 -3.398 -5.838  0.400
H3 3.445 -5.280 0.073  0.393
C4 3.138 -4.038 1.795  -0.460
C5 -2.240 0.086 -0.071  0.231
H4 6.301 -0.374 -3.338  0.391
C6 -2.179 0.565 3.820  -0.407
H5 -2.491 4.364 1.069  0.326
H6 6.595 2.030 -2.834  0.371
H7 -2.872 -0.543 -3.336  0.442
C7 0.720 -1.712 -5.123  -0.761
C8 5.684 1.522 -2.544  -0.452
C9 -1.421 0.174 4.917  -0.714
H8 1.789 -0.146 -4.141  0.415
H9 2.746 2.112 -0.987  0.346
H10 -0.413 3.551 3.275  0.214
H11 -2.750 -3.255 -0.029  0.422
C10 4.353 -0.473 -2.448  -0.061
H12 2.716 -3.571 -1.523  0.365
C11 0.272 -2.725 -2.591  -0.069
C12 -2.442 0.323 -1.429  -0.589
C13 -3.421 3.821 1.180  -0.236
H13 -3.081 -2.832 -2.442  0.403
C14 3.518 1.555 -1.507  -0.554
H14 4.239 -1.527 -2.677  0.316
H15 0.092 -3.137 -1.605  0.615
C15 -4.611 4.508 1.364  -0.682
H16 2.024 -0.853 1.695  -0.321
C16 2.335 -1.826 1.333  -0.069
H17 -1.905 -0.051 5.857  0.397
C17 3.330 0.204 -1.778  0.339
C18 4.680 2.214 -1.885  -0.600
Si1 1.781 -0.708 -1.218  -1.176
H18 4.801 3.267 -1.665  0.406
H19 -0.567 4.925 2.147  0.234
C19 5.518 0.173 -2.826  -0.728
H20 -6.727 4.340 1.647  0.392
C20 -0.036 0.088 4.815  -0.557
C21 -2.853 -2.013 -1.774  -0.367
H21 -4.616 0.641 1.255  0.427
H22 0.908 -1.316 -6.113  0.415
C22 -0.122 0.788 2.536  0.744
C23 -2.335 -1.207 0.429  0.220
C24 -2.654 -2.252 -0.424  -0.897
C25 -3.426 2.432 1.145  0.312
H23 -2.148 -1.400 1.478  0.391
C26 -0.013 -2.879 -4.969  -0.485
H24 1.722 0.382 3.608  0.602
H25 0.540 -0.203 5.685  0.414
C27 1.017 -1.555 -2.718  0.578
C28 2.720 -3.336 -0.465  0.204
C29 2.738 -2.789 2.244  -0.500
H26 3.451 -4.797 2.500  0.377
C30 3.131 -4.309 0.434  -0.727
C31 -5.799 2.418 1.476  -0.675
P1 -1.900 1.493 1.014  2.299
O1 0.768 0.332 -0.538  -0.061
C32 1.224 -1.061 -4.006  -0.282
C33 -5.797 3.805 1.509  -0.450
Rh1 0.327 1.691 0.906  -0.545
C34 2.309 -2.074 -0.035  0.491
H27 0.890 4.742 3.147  0.284
H28 -0.823 -4.287 -3.570  0.462
H29 -2.358 1.328 -1.826  0.356
C35 -1.510 0.814 2.635  -0.244
H30 -3.255 0.676 3.892  0.531
H31 -6.725 1.873 1.594  0.405
O2 0.765 3.448 1.571  -0.736
C36 -0.246 -3.379 -3.697  -0.875
C37 0.134 4.193 2.574  -0.633
H32 -4.610 5.589 1.393  0.417